Run w
Formula: H23O11
Source: the Open Molecules 2025 dataset
Level of theory: ωB97M-V/def2-TZVPD

The LUMO energy is -3.1 eV. The calculation puts the HOMO energy at -0.5119 Eh. As for the total charge: +1. As for the spin multiplicity: 1.

XYZ file:
```
34
Properties=species:S:1:pos:R:3:nbo_charge:R:1
O -4.15449 1.01413 1.18280 -0.963
O -0.32594 1.24789 1.78668 -0.883
O 1.74758 -4.13105 -1.31154 -0.951
H 2.57484 -4.29298 -0.85955 0.475
O 1.78849 2.49496 0.55958 -1.016
O -3.75162 2.02781 -1.38044 -0.935
H -3.26076 1.41499 -1.94526 0.459
H -0.88594 1.28840 2.59301 0.561
H -1.39914 0.37633 4.88422 0.494
H 2.27945 3.23425 0.93271 0.500
O 0.32271 -1.82412 -3.16908 -0.968
H 0.49898 1.67529 2.07178 0.530
H 2.30870 2.91771 -2.36753 0.479
O -1.61528 0.16696 3.97838 -0.983
H -4.42231 1.39357 -1.07780 0.481
H -3.90998 0.94426 2.10897 0.476
H 1.68804 -3.21480 -1.58821 0.476
H 0.03219 -0.49717 -0.56291 0.536
O 0.62944 -0.10755 0.08776 -0.849
O 1.59736 2.29679 -2.22369 -0.960
H 4.29420 0.44790 -2.89928 0.480
H -0.42707 -3.69313 2.73427 0.474
H 1.11137 0.66390 -0.26105 0.542
H -3.52270 1.59661 0.74560 0.483
H 0.06752 0.40285 1.03538 0.527
H 0.38947 -2.45883 -3.88991 0.493
O -0.09326 -3.16154 3.46672 -0.944
H 0.85256 -3.18377 3.27558 0.471
H 2.13883 1.48442 -2.26050 0.495
H 3.67603 -0.87848 -3.35386 0.494
O 3.48468 -0.06986 -2.87030 -0.969
H -0.48573 -1.32858 -3.31928 0.476
H 1.48811 2.78183 -0.32157 0.509
H -1.71995 -0.79159 3.94392 0.508
```

***

Run x
Formula: H23O11
Source: the Open Molecules 2025 dataset
Level of theory: ωB97M-V/def2-TZVPD

The LUMO energy is -3.2 eV. The calculation puts the HOMO energy at -0.4909 Eh. As for the total charge: +1. As for the spin multiplicity: 1.

XYZ file:
```
34
Properties=species:S:1:pos:R:3:nbo_charge:R:1
H -0.49407 2.00311 2.99219 0.479
H 3.05101 2.54912 -2.42157 0.515
O 1.30682 -0.29635 -0.55333 -0.912
O -1.86308 0.15361 -4.21857 -0.962
H -4.25368 0.74276 1.49284 0.480
H -1.60664 2.83291 3.55169 0.465
O 2.93928 1.59059 -2.65799 -0.970
H 0.76946 0.36733 -1.55001 0.566
H 1.83562 -3.98273 0.17284 0.483
H 1.07227 0.02130 0.37017 0.537
H 1.36579 0.71409 -2.99843 0.540
H -1.84066 -0.49421 -0.45765 0.518
O 0.68923 0.03847 -2.74756 -0.923
H 2.55748 -0.98803 1.00714 0.469
O -1.44016 2.30009 2.78002 -0.970
O 0.96529 -4.30532 0.29981 -0.981
H 0.69332 -1.16391 -0.55340 0.557
H 3.18936 1.00803 -1.98180 0.489
O -3.92933 0.56485 0.62745 -0.986
H 1.65869 1.78671 4.19502 0.496
H -1.51668 -1.85640 1.48623 0.507
O -1.06291 -1.37993 0.77188 -0.952
H -1.33077 0.32844 -1.71826 0.455
O 0.91838 1.28696 3.80776 -0.952
H 0.67492 -5.13136 -0.05368 0.500
H -0.80620 -0.63746 1.31389 0.480
H -2.86434 0.41303 -4.18543 0.509
H 2.73801 -0.68366 2.65776 0.502
H 0.05524 0.43193 -3.52228 0.569
O -1.59750 0.44127 -0.82345 -0.996
H -1.97550 -0.60675 -3.60641 0.469
H 0.30408 1.20729 4.52097 0.483
H -3.18471 1.15594 0.31356 0.503
O 2.98196 -0.41175 1.68860 -0.967
```

***

Run y
Formula: H23O11
Source: the Open Molecules 2025 dataset
Level of theory: ωB97M-V/def2-TZVPD

The LUMO energy is -3.4 eV. The calculation puts the HOMO energy at -0.4953 Eh. As for the total charge: +1. As for the spin multiplicity: 1.

XYZ file:
```
34
Properties=species:S:1:pos:R:3:nbo_charge:R:1
O 13.64100 29.90600 15.60200 -0.984
H 8.02400 30.64600 13.31700 0.489
H 12.61900 29.67300 19.61900 0.465
O 10.69900 31.69500 16.62200 -0.965
H 13.69400 30.37200 16.53400 0.474
H 13.44800 31.84200 17.84200 0.503
H 11.56800 26.46400 14.47500 0.493
H 10.41400 25.26300 15.69900 0.484
H 13.05300 26.04900 18.04100 0.510
O 12.64100 28.91400 19.16400 -0.897
H 8.27900 28.09600 15.57000 0.541
H 9.09500 30.21900 14.44100 0.485
H 9.77500 31.61700 16.69700 0.493
H 13.70400 28.78200 19.28000 0.472
O 12.77700 26.29200 17.10300 -0.962
H 11.42200 30.41200 13.80900 0.501
O 10.91100 29.66900 14.19600 -0.985
H 11.02500 32.13500 15.88300 0.476
H 8.64500 27.36000 17.15800 0.530
O 10.76700 26.80500 14.85000 -0.961
H 13.58300 26.16900 16.62600 0.488
H 11.68100 27.66300 16.46300 0.586
H 11.70400 29.20000 15.93800 0.567
H 10.25700 28.83600 16.62900 0.577
H 10.09900 26.78300 14.04800 0.504
H 13.61900 30.58000 15.10000 0.439
O 8.67500 28.09000 16.51000 -1.013
O 11.34400 28.68400 16.69500 -0.878
O 8.16200 30.25200 14.22000 -0.985
O 10.43600 24.30300 16.14700 -0.985
H 10.70400 28.94200 13.44600 0.508
O 13.91400 31.04500 17.83100 -0.951
H 13.43700 30.17600 18.07900 0.502
H 11.31500 24.11900 16.54500 0.475
```

***

Quick one: most stable of them? run w

***

Run w
Formula: H23O11
Source: the Open Molecules 2025 dataset
Level of theory: ωB97M-V/def2-TZVPD

The LUMO energy is -3.0 eV. The calculation puts the HOMO energy at -0.5213 Eh. As for the total charge: +1. As for the spin multiplicity: 1.

XYZ file:
```
34
Properties=species:S:1:pos:R:3:nbo_charge:R:1
H -3.21208 -1.48594 -1.00361 0.488
H -0.07656 -0.15497 -0.49753 0.548
H 4.05499 0.80317 2.19126 0.490
H -3.71281 -0.94884 -2.34711 0.505
H -1.48119 1.10349 1.76734 0.466
H -2.54140 0.32664 1.11025 0.477
H 2.11067 2.87784 -3.14293 0.463
O 0.04779 2.81083 1.89141 -0.941
H 2.74397 1.53067 -3.08509 0.463
O -3.54399 -1.76870 -1.86614 -0.920
H -2.03860 -2.21213 -2.37790 0.533
O 3.31564 0.22523 2.08430 -0.958
H 0.96210 3.05258 2.09508 0.481
O -1.05887 -2.46911 -2.44400 -0.828
H 2.81895 0.23661 2.90941 0.490
O 0.63445 -2.98483 0.62810 -0.989
H 2.04190 0.33623 0.79074 0.510
H -0.48610 -1.67229 -1.94778 0.539
H -1.84517 2.62646 0.25022 0.472
H 0.88064 -3.90778 0.68133 0.489
O -1.76638 2.49403 -0.69738 -0.937
O 1.71321 0.68088 -0.05442 -0.998
O -1.77616 0.19617 1.67915 -0.943
O -0.28668 -0.46377 -1.38065 -0.928
O 2.35387 2.15748 -3.70738 -0.924
H -0.67774 -0.77609 3.62812 0.485
H 0.62401 -2.50871 1.46075 0.499
H -1.05213 -3.29115 -1.92414 0.532
H -0.83539 2.35461 -0.86777 0.467
O 0.26635 -0.90001 3.48304 -0.960
H 0.20655 0.13838 -1.95253 0.517
H 0.32832 -1.64390 4.10329 0.476
H 2.04595 1.58292 -0.03932 0.474
H 0.05734 1.94716 2.32922 0.462
```

***

Run x
Formula: H23O11
Source: the Open Molecules 2025 dataset
Level of theory: ωB97M-V/def2-TZVPD

The LUMO energy is -3.0 eV. The calculation puts the HOMO energy at -0.5075 Eh. As for the total charge: +1. As for the spin multiplicity: 1.

XYZ file:
```
34
Properties=species:S:1:pos:R:3:nbo_charge:R:1
H 3.35696 -3.45715 -1.36682 0.493
H -1.80666 2.89007 -0.42385 0.478
H -0.91187 1.15509 3.02866 0.498
O -1.66131 2.67757 -3.22385 -0.915
H 1.41540 1.95194 -0.47537 0.483
H 0.92232 0.10269 -1.06842 0.514
O 1.07893 -0.84411 -1.25766 -0.984
H -1.65761 3.63941 -3.31235 0.468
O -3.10004 3.20567 -1.20530 -0.951
H 0.48641 -0.88546 2.34510 0.522
H -2.26000 0.50817 3.51103 0.501
H 4.68652 -0.53255 -0.17207 0.467
O 2.48813 -3.07376 -1.53620 -0.969
H -1.44105 2.57459 -2.29676 0.458
H 0.27459 2.62755 -1.11356 0.504
H 1.45092 -0.89423 -2.13077 0.507
O 0.76046 1.79734 -1.17174 -0.965
H -0.74295 -2.80096 -0.28131 0.499
H -2.02373 -2.76269 3.03442 0.479
H -0.10148 -1.65769 0.90642 0.519
O -1.29356 -2.81109 2.40414 -0.964
O -0.12465 -0.71364 1.61047 -0.868
O 4.49788 -1.36373 0.26483 -0.932
H 0.54977 -2.02767 -0.34792 0.522
H 2.21908 -3.38616 -2.40659 0.477
O -1.17858 3.16395 0.35213 -1.015
H -0.72039 -3.44746 2.85423 0.487
H -0.89772 -0.39385 2.16875 0.536
H 3.54007 -1.41394 0.14000 0.466
H -1.57829 3.98885 0.62302 0.479
O 0.09863 -2.75479 0.20316 -0.868
H -3.18833 3.29749 -2.16476 0.511
H -3.65204 2.45954 -0.93728 0.495
O -1.29884 0.43326 3.54732 -0.933
```

***

Quick one: most stable of them? run w

***

Run w
Formula: C6H14N2O2
Source: the Open Molecules 2025 dataset
Level of theory: ωB97M-V/def2-TZVPD

The LUMO energy is 0.6 eV. The calculation puts the HOMO energy at -0.3232 Eh. As for the SMILES: CNC(C)=O.CNC(C)=O. As for the total charge: 0. As for the spin multiplicity: 1.

XYZ file:
```
24
Properties=species:S:1:pos:R:3:nbo_charge:R:1
H 3.64292 0.63995 -1.26324 0.242
C -0.38586 -2.22959 1.55059 -0.420
C 0.89161 2.41310 0.87381 -0.417
H -2.43383 0.49180 -0.98158 0.225
C 2.61291 0.24767 -1.61776 -0.714
H 0.52039 3.43448 0.78121 0.198
O 0.88734 -0.02508 -0.06418 -0.622
H -0.29383 -1.54468 -0.54517 0.420
H 0.44708 -2.81637 1.39808 0.198
O -2.86740 -1.16249 1.46776 -0.634
H -3.96660 -0.33675 -0.41383 0.246
N 1.50940 2.15512 -0.39607 -0.660
C -2.21306 -1.07976 0.42158 0.668
C 1.61999 0.73023 -0.68580 0.687
H 1.74499 2.92612 -0.97297 0.402
H -2.82957 -1.03925 -1.65699 0.220
H -1.15956 -2.97518 1.78246 0.211
H 2.51790 0.62571 -2.61595 0.238
H -0.40457 -1.42778 2.37472 0.208
H 1.40860 2.21024 1.71084 0.190
C -2.90589 -0.43329 -0.72634 -0.709
H 2.60923 -0.79156 -1.76694 0.241
N -0.95262 -1.75377 0.23971 -0.639
H 0.00042 1.74110 1.10608 0.219
```

***

Run x
Formula: C6H14N2O2
Source: the Open Molecules 2025 dataset
Level of theory: ωB97M-V/def2-TZVPD

The LUMO energy is 0.5 eV. The calculation puts the HOMO energy at -0.3461 Eh. As for the SMILES: CNC(C)=O.CNC(C)=O. As for the total charge: 0. As for the spin multiplicity: 1.

XYZ file:
```
24
Properties=species:S:1:pos:R:3:nbo_charge:R:1
C 2.54253 -0.09535 0.63446 -0.718
C -2.50805 0.01289 0.69177 -0.704
H 0.67124 -1.64831 1.13721 0.387
H -3.57649 0.04002 0.83642 0.244
O 2.16201 -1.08442 -1.50354 -0.595
H -0.84161 3.46717 -0.77267 0.238
H 0.76007 2.86433 -0.19817 0.184
H -0.01433 -3.55915 0.00156 0.201
H 0.63783 -2.82880 -1.50711 0.238
N 0.65906 -1.54605 0.13373 -0.638
H 0.16718 2.46122 -1.77545 0.197
H -0.11261 0.64341 -0.15936 0.399
H -2.08126 -0.27534 1.65879 0.223
O -2.57921 2.40361 0.64621 -0.628
C 0.06254 -2.65152 -0.59481 -0.432
C -1.96180 1.38454 0.38831 0.673
H 2.34299 -0.29819 1.68537 0.213
H 3.62001 -0.14449 0.53346 0.248
C -0.14994 2.63394 -0.73996 -0.418
H 2.21906 0.92554 0.49506 0.239
H -0.93591 -2.42422 -0.96328 0.196
H -2.16446 -0.70704 -0.04822 0.217
C 1.83456 -0.98850 -0.34228 0.668
N -0.75342 1.41472 -0.23747 -0.633
```

***

Run y
Formula: C6H14N2O2
Source: the Open Molecules 2025 dataset
Level of theory: ωB97M-V/def2-TZVPD

The LUMO energy is 0.7 eV. The calculation puts the HOMO energy at -0.3571 Eh. As for the SMILES: CNC(C)=O.CNC(C)=O. As for the total charge: 0. As for the spin multiplicity: 1.

XYZ file:
```
24
Properties=species:S:1:pos:R:3:nbo_charge:R:1
N -0.08576 -1.84198 0.74896 -0.652
H -0.90148 -2.35910 0.45194 0.385
H 0.85886 3.73850 -0.78372 0.236
H 1.52584 -2.68426 1.77645 0.236
H 0.80063 0.01983 -3.51176 0.209
H 1.67197 0.97595 -0.95868 0.382
H -0.12675 -0.69343 -2.15247 0.208
O -1.13496 1.70391 -1.99782 -0.619
C 0.13772 2.98110 -0.48356 -0.719
H -2.35363 -0.19356 2.24089 0.249
H 0.36579 2.59552 0.51256 0.221
N 1.01049 1.03755 -1.72663 -0.617
H -1.13062 0.91745 2.14588 0.247
C -0.06298 1.84982 -1.44333 0.666
C -0.41338 -1.09445 1.88316 0.677
C -1.42924 -0.02835 1.68631 -0.734
H 0.49190 -3.88227 1.21469 0.186
C 0.81016 -0.22686 -2.45921 -0.411
H 1.61339 -0.86859 -2.10838 0.200
H -1.58143 0.20978 0.63291 0.237
O 0.09112 -1.31932 2.96845 -0.587
C 0.91157 -2.90448 0.90943 -0.444
H -0.80293 3.52095 -0.39340 0.243
H 1.39993 -3.18391 -0.02082 0.202
```

***

Run z
Formula: C6H14N2O2
Source: the Open Molecules 2025 dataset
Level of theory: ωB97M-V/def2-TZVPD

The LUMO energy is 0.6 eV. The calculation puts the HOMO energy at -0.3496 Eh. As for the SMILES: CNC(C)=O.CNC(C)=O. As for the total charge: 0. As for the spin multiplicity: 1.

XYZ file:
```
24
Properties=species:S:1:pos:R:3:nbo_charge:R:1
O -1.79456 -1.78473 -2.42959 -0.618
H 1.93330 -0.48339 3.03571 0.216
H 0.97687 2.08858 -0.42875 0.196
C -2.11342 0.29842 -1.31427 -0.737
H 0.34238 -1.27072 2.95619 0.239
H -1.81138 0.69565 -0.34376 0.245
C 1.01989 -0.58229 2.45073 -0.717
H 1.20604 -1.21622 1.58117 0.236
H 1.16848 3.43027 0.79229 0.204
C -1.32675 -0.89646 -1.74578 0.672
H 0.33650 -0.11905 -0.87313 0.384
N 1.58681 1.47757 1.48030 -0.644
H 1.38049 -2.33831 -0.67715 0.191
H 2.47748 1.36280 1.92806 0.390
O -0.62455 1.12693 1.88265 -0.596
C 0.80922 -2.05946 -1.56007 -0.425
C 1.52074 2.47318 0.42144 -0.404
H 0.24183 -2.90534 -1.91291 0.239
H -3.18704 0.08262 -1.32580 0.247
H 1.47661 -1.85929 -2.40610 0.189
H 2.53297 2.60534 0.05880 0.204
C 0.52436 0.76834 1.98744 0.680
H -2.13936 1.12312 -2.04302 0.234
N -0.08427 -0.98557 -1.17573 -0.622
```

***

Quick one: most stable of them? run x